89
Properties=species:S:1:pos:R:3:forces:R:3:mulliken_charge:R:1 method="wB97M-V/def2-TZVPD" energy_ev=-134395.5126 smiles="COC[C@@H](C[C@H]1CO1)OCCCCBr.O=[N+]([O-])c1ccccc1.O=[N+]([O-])c1ccccc1.O=[N+]([O-])c1ccccc1.O=[N+]([O-])c1ccccc1" homo_energy_ev=-9.58 lumo_ev=-1.138 gap_ev=8.4
C 0.8669 5.4338 -1.1382 0.8 -0.1 0.6 -0.396
O -0.3493 4.6952 -1.5108 0.3 0.3 1.7 -0.379
C -0.8937 4.0131 -0.2958 1.1 0.4 0.2 -0.624
C -0.2234 2.5115 -0.2129 1.0 0.9 1.2 0.877
C 0.3593 2.1983 1.3140 0.0 -3.1 -1.6 -0.861
C 0.8874 0.5033 1.1447 0.1 -0.9 2.4 0.370
C 1.5475 -0.1771 2.5993 -2.1 2.6 -5.7 -0.656
O 0.0723 -0.5434 1.9715 5.0 3.2 -0.7 -0.390
O -1.1395 1.4118 -0.5568 1.0 1.7 -1.4 -0.267
C -1.4304 1.3541 -1.9976 -1.0 -0.9 -1.2 -0.434
C -0.4645 0.3051 -2.8420 0.3 0.9 -0.9 -0.365
C 1.0564 0.8727 -3.1085 0.5 -0.1 0.3 -0.230
C 1.9111 -0.1702 -4.0811 -2.6 0.7 0.8 -0.506
Br 3.8465 0.0314 -3.5707 -1.3 -0.4 -0.7 -0.202
H 1.6041 4.6646 -0.6246 -1.3 1.6 -1.1 0.043
H 1.4221 5.9486 -2.0434 -1.5 -1.4 1.6 0.252
H 0.6217 6.2687 -0.3559 0.3 -1.4 -1.3 0.303
H -2.0634 4.0285 -0.3130 2.3 -0.2 -0.2 0.209
H -0.5005 4.6633 0.6206 -1.1 -1.5 -1.6 0.301
H 0.7494 2.5546 -0.9036 -2.2 -0.2 1.2 -0.268
H -0.4697 2.1929 2.1397 1.7 0.1 -1.6 0.323
H 1.3216 2.8082 1.5816 -2.0 -1.0 -0.6 0.370
H 1.4106 0.1654 0.0556 -1.9 0.8 3.2 0.118
H 2.4254 -0.8064 2.1500 -1.9 1.0 1.7 0.305
H 1.6062 0.8838 3.0891 -0.1 -2.9 0.1 0.342
H -2.5353 0.9158 -2.1062 2.4 0.9 0.4 0.163
H -1.4740 2.4187 -2.5253 0.5 -2.1 1.3 0.283
H -0.3940 -0.7634 -2.3692 -0.3 2.1 -0.6 0.078
H -0.9650 0.1971 -3.9202 0.9 0.1 2.3 0.330
H 1.6767 0.9380 -2.1016 -1.5 0.0 -2.0 -0.044
H 1.0337 1.9581 -3.5963 0.0 -2.4 1.1 0.272
H 1.4853 -1.2511 -3.8167 1.5 2.2 -0.9 0.323
H 1.6770 0.1607 -5.1842 1.0 -1.0 2.1 0.369
O 3.7966 3.5603 -0.7297 0.4 1.7 0.2 -0.533
N 4.1379 4.7445 -0.5927 -0.5 -0.2 -1.2 0.973
O 3.9075 5.6408 -1.4171 0.4 -1.4 1.2 -0.570
C 4.8689 5.1086 0.6270 0.5 0.2 0.8 0.119
C 5.1837 4.1194 1.5689 0.0 0.1 0.0 -0.246
C 5.9004 4.4674 2.7155 -0.1 0.3 -0.3 -0.520
C 6.2938 5.7909 2.9199 -0.1 0.0 -0.1 -0.371
C 5.9697 6.7758 1.9853 -0.1 -0.4 -0.1 -0.474
C 5.2559 6.4394 0.8334 0.0 -0.1 0.0 -0.382
H 4.8845 3.0836 1.4242 0.0 0.3 -0.2 0.477
H 6.1554 3.7057 3.4492 -0.1 0.1 -0.2 0.366
H 6.8573 6.0563 3.8127 -0.1 -0.1 -0.2 0.370
H 6.2773 7.8056 2.1531 -0.1 -0.2 -0.1 0.369
H 5.0139 7.2180 0.1130 0.0 -0.4 0.1 0.432
O -7.1392 3.9030 -3.6543 -1.1 -1.3 0.7 -0.585
N -7.8946 3.0383 -3.1859 -0.5 0.9 -0.9 0.971
O -9.0937 2.9222 -3.4768 1.8 0.2 0.4 -0.583
C -7.3311 2.0907 -2.2169 0.4 -0.6 0.7 0.005
C -5.9888 2.2086 -1.8307 -0.1 0.0 0.0 -0.327
C -5.4650 1.3193 -0.8904 -0.4 0.0 -0.1 -0.197
C -6.2735 0.3203 -0.3459 -0.1 0.1 -0.1 -0.744
C -7.6071 0.1987 -0.7401 0.2 0.3 -0.2 -0.334
C -8.1429 1.0839 -1.6776 0.1 0.0 0.0 -0.413
H -5.3457 2.9816 -2.2456 -0.3 -0.1 0.0 0.449
H -4.4262 1.4068 -0.5792 -0.2 0.0 -0.1 0.547
H -5.8621 -0.3672 0.3912 -0.1 0.1 -0.2 0.398
H -8.2300 -0.5843 -0.3134 0.1 0.2 -0.1 0.375
H -9.1850 0.9779 -1.9721 0.3 0.2 -0.1 0.428
O -3.5615 -6.3657 -2.8476 0.5 1.8 0.1 -0.596
N -3.2202 -5.1814 -2.7106 -0.7 -0.4 -1.1 1.000
O -3.4506 -4.2851 -3.5350 0.3 -1.3 1.1 -0.599
C -2.4892 -4.8174 -1.4909 0.5 0.2 0.8 -0.033
C -2.1744 -5.8065 -0.5490 0.0 0.1 -0.1 -0.741
C -1.4577 -5.4586 0.5976 -0.2 0.3 -0.2 0.020
C -1.0643 -4.1351 0.8020 -0.1 -0.1 -0.2 -0.491
C -1.3883 -3.1501 -0.1326 -0.1 -0.3 -0.1 -0.424
C -2.1022 -3.4865 -1.2845 0.0 -0.1 0.0 -0.591
H -2.4736 -6.8423 -0.6937 0.0 0.3 -0.1 0.449
H -1.2027 -6.2203 1.3313 -0.4 0.3 -0.4 0.399
H -0.5008 -3.8696 1.6948 -0.1 0.0 -0.2 0.493
H -1.0808 -2.1203 0.0352 -0.1 -0.2 0.0 0.562
H -2.3442 -2.7079 -2.0049 0.0 -0.3 0.1 0.584
O -0.3551 -7.3181 3.1237 1.3 0.1 -1.1 -0.588
N 0.6396 -7.2271 2.3888 -0.8 -0.5 -0.5 0.927
O 0.6392 -7.4733 1.1742 0.1 0.2 1.8 -0.547
C 1.9049 -6.8037 3.0004 0.9 0.3 0.4 0.104
C 1.9597 -6.5512 4.3781 0.0 0.0 -0.1 -0.311
C 3.1718 -6.1722 4.9583 0.0 -0.1 -0.4 -0.507
C 4.3153 -6.0428 4.1685 -0.1 0.0 -0.1 -0.366
C 4.2555 -6.2847 2.7950 -0.3 0.0 0.2 -0.510
C 3.0496 -6.6671 2.2039 0.0 0.0 0.0 -0.224
H 1.0776 -6.6477 5.0073 0.1 0.0 -0.3 0.429
H 3.2261 -5.9805 6.0278 -0.1 -0.1 -0.2 0.371
H 5.2594 -5.7526 4.6264 -0.2 -0.1 -0.1 0.370
H 5.1503 -6.1789 2.1857 -0.2 0.0 0.1 0.377
H 3.0202 -6.8551 1.1327 -0.2 0.0 0.3 0.431



86
Properties=species:S:1:pos:R:3:forces:R:3:mulliken_charge:R:1 method="wB97M-V/def2-TZVPD" energy_ev=-92021.5052 charge=-1 homo_energy_ev=-4.32 e_above_lowest_ev=0.4257 lumo_ev=2.299 gap_ev=6.6
Ca -0.0982 0.7167 0.1671 1.5 0.9 0.4 1.801
C -0.3352 -5.0349 2.6621 0.0 0.0 0.0 -1.503
C -0.4734 -3.9846 3.7287 0.0 -0.1 0.0 1.159
C -0.2260 -4.3607 5.0500 0.0 0.0 0.0 -0.737
C -0.4101 -3.4979 6.1148 0.0 0.0 -0.1 -0.802
C -0.8453 -2.2053 5.8490 0.1 0.0 0.0 -0.748
C -1.0885 -1.7859 4.5527 0.0 0.0 0.1 1.213
C -1.5706 -0.3873 4.2955 0.0 0.0 0.0 -1.249
C -0.9160 -2.6733 3.4618 0.2 0.2 -0.1 -0.108
N -1.3422 -2.1497 2.2502 -0.4 -0.3 0.1 -0.039
C -1.1779 -2.5002 1.0013 0.1 0.1 0.0 -0.165
O -0.3356 -3.1592 0.3573 0.1 0.0 0.0 -0.792
C -2.2459 -1.7830 0.1990 0.0 0.1 0.0 -0.036
C -3.4413 -2.3651 -0.1984 -0.1 0.0 0.0 -0.420
C -4.4026 -1.5683 -0.7931 0.0 0.0 0.0 -0.724
C -4.1574 -0.2166 -1.0036 0.0 0.0 -0.1 -0.733
C -2.9260 0.2766 -0.6191 0.2 0.0 -0.2 -0.057
N -1.9924 -0.4976 -0.0570 -1.0 -0.2 0.1 -0.070
C -2.5149 1.7187 -0.8797 -0.2 -0.2 0.1 0.201
O -2.5982 2.1086 -2.0586 0.0 0.1 -0.1 -0.729
N -2.0189 2.3442 0.1944 -0.3 -0.1 -0.2 -0.449
C -1.9131 3.7443 0.1882 0.1 -0.2 0.1 -0.183
C -2.8977 4.5940 -0.3586 0.0 0.0 0.0 0.966
C -4.2033 4.0829 -0.8991 0.0 0.1 0.0 -1.553
C -2.6973 5.9711 -0.3213 0.0 0.0 0.0 -0.772
C -1.5864 6.5368 0.2794 0.0 0.0 0.0 -0.956
C -0.6834 5.7020 0.9182 0.0 0.0 0.0 -0.711
C -0.8444 4.3228 0.9043 0.1 0.1 0.0 1.286
C 0.0888 3.4790 1.7322 -0.1 -0.1 0.0 0.065
H 0.2707 -5.8621 3.0361 0.0 0.0 0.0 0.403
H 0.1023 -4.6397 1.7489 0.1 0.0 0.0 0.235
H -1.3137 -5.4402 2.3828 0.0 0.0 0.0 0.313
H 0.1150 -5.3743 5.2346 0.0 0.0 0.0 0.315
H -0.2155 -3.8216 7.1294 0.0 0.0 0.0 0.351
H -0.9903 -1.5015 6.6617 0.0 0.0 0.0 0.272
H -2.5302 -0.3921 3.7751 0.0 0.0 0.0 0.292
H -0.8690 0.1480 3.6514 0.0 0.0 0.0 0.003
H -1.6698 0.1623 5.2334 0.0 0.0 0.0 0.366
H -3.6129 -3.4148 -0.0042 0.0 0.0 0.0 0.549
H -5.3552 -1.9951 -1.0836 0.0 0.0 0.0 0.416
H -4.8806 0.4359 -1.4719 0.0 0.0 0.0 0.573
H -4.1176 3.7490 -1.9326 0.0 0.0 0.0 0.249
H -4.9561 4.8700 -0.8349 0.0 0.0 0.0 0.510
H -4.5567 3.2276 -0.3192 0.0 0.0 0.0 0.283
H -3.4565 6.6100 -0.7587 0.0 0.0 0.0 0.392
H -1.4500 7.6104 0.2917 0.0 0.0 0.0 0.374
H 0.1551 6.1221 1.4625 0.0 0.0 0.0 0.381
H 0.7546 4.1178 2.3132 0.0 0.0 0.0 0.475
H 0.7544 2.8194 1.1702 0.0 0.1 -0.2 -0.925
H -0.4683 2.8524 2.4343 0.0 0.0 0.0 0.173
C 2.5955 -0.9171 5.1453 0.0 0.0 0.1 -0.428
S 3.6939 -1.4353 3.8215 0.0 0.1 0.1 -0.170
C 2.9556 -0.7724 2.3438 0.2 0.1 -0.1 0.602
S 1.7779 0.5064 2.4406 -0.1 -0.3 -0.1 -0.454
N 3.5788 -1.3077 1.3435 -0.2 0.0 -0.1 -0.821
N 3.3077 -1.0226 0.0396 0.1 0.1 0.0 -0.350
C 2.1011 -1.1257 -0.3453 -0.2 -0.1 -0.2 -0.143
C 1.7222 -0.9606 -1.7631 0.0 0.0 0.2 0.835
C 2.5657 -1.2486 -2.8315 0.0 0.0 0.0 -0.765
C 2.0657 -1.1238 -4.1120 0.0 0.0 -0.1 -0.417
C 0.7509 -0.7107 -4.2977 0.0 0.0 0.0 -0.945
C -0.0061 -0.4092 -3.1819 0.0 0.0 0.1 -0.476
N 0.4683 -0.5290 -1.9412 0.0 0.0 -0.1 0.688
H 3.2140 -0.7656 6.0290 0.0 0.0 0.0 0.408
H 1.8419 -1.6748 5.3399 -0.1 0.0 0.0 -0.045
H 2.1115 0.0211 4.8773 0.1 -0.1 0.0 0.173
H 1.2919 -1.3933 0.3374 0.1 -0.3 0.0 0.171
H 3.5731 -1.5839 -2.6284 0.0 0.0 0.0 0.517
H 2.6906 -1.3586 -4.9650 0.0 0.0 0.0 0.417
H 0.3230 -0.6127 -5.2855 0.0 0.0 0.0 0.440
H -1.0239 -0.0437 -3.2698 0.0 0.0 0.0 0.357
N 2.7841 2.0749 -0.1436 0.0 0.0 0.1 -0.196
C 3.4525 2.2550 -1.4223 0.0 -0.1 0.0 -0.490
C 2.6980 3.2544 -2.2783 0.0 0.1 -0.1 -0.881
C 1.3482 2.7698 -2.7802 0.0 -0.1 0.1 -0.626
N 0.3637 2.5826 -1.7025 -0.4 0.0 -0.2 0.109
H 2.8522 2.9133 0.4256 0.0 0.0 0.0 0.245
H 3.1920 1.3261 0.4034 0.0 0.0 0.0 0.123
H 3.4619 1.2842 -1.9263 0.0 0.0 0.0 0.023
H 4.5013 2.5696 -1.3299 0.0 0.0 0.0 0.464
H 3.3136 3.5080 -3.1466 0.0 0.0 0.0 0.437
H 2.5589 4.1873 -1.7162 0.0 0.0 0.0 0.292
H 1.4850 1.8156 -3.2980 0.0 0.0 0.0 0.214
H 0.9758 3.4846 -3.5241 0.0 0.0 0.0 0.468
H -0.5624 2.4897 -2.1289 0.0 0.1 0.0 0.147
H 0.2921 3.4497 -1.1729 0.1 0.0 0.0 -0.075



86
Properties=species:S:1:pos:R:3:forces:R:3:mulliken_charge:R:1 method="wB97M-V/def2-TZVPD" energy_ev=-92021.9309 charge=-1 homo_energy_ev=-4.42 e_above_lowest_ev=0.0000 lumo_ev=2.281 gap_ev=6.7
Ca 0.2852 0.2777 -0.3781 0.4 -0.3 -0.7 1.617
C -4.8010 -2.3867 2.6184 0.0 0.1 0.1 -1.264
C -3.5687 -3.1659 2.9862 0.0 0.0 0.1 1.182
C -3.7203 -4.4834 3.4194 0.0 0.0 -0.1 -0.855
C -2.6585 -5.2341 3.8897 0.0 0.0 0.0 -0.821
C -1.3990 -4.6505 3.9344 0.0 0.0 -0.1 -0.577
C -1.1977 -3.3527 3.4940 -0.1 0.1 -0.1 1.025
C 0.1716 -2.7374 3.5337 0.0 0.0 0.0 -1.145
C -2.2830 -2.5845 3.0028 0.1 -0.1 -0.2 0.042
N -1.9858 -1.2579 2.7155 -0.3 0.3 0.3 -0.334
C -2.4811 -0.4886 1.7840 0.0 -0.1 0.0 0.032
O -3.1465 -0.6992 0.7391 0.2 0.0 0.0 -0.852
C -2.0419 0.9484 2.0163 0.1 0.0 -0.2 0.058
C -2.7267 1.8474 2.8257 0.0 -0.1 0.1 -0.422
C -2.1994 3.1122 3.0134 0.0 0.0 0.0 -0.729
C -1.0107 3.4666 2.3887 0.0 0.0 0.0 -0.805
C -0.3992 2.5271 1.5795 -0.2 0.2 -0.1 -0.182
N -0.9245 1.3167 1.3803 0.1 -0.1 0.3 -0.054
C 0.8618 2.8678 0.8133 -0.1 0.1 0.0 0.490
O 0.8399 3.9276 0.1544 0.1 0.0 0.1 -0.749
N 1.8029 1.9238 0.8811 0.0 0.1 0.0 -0.434
C 3.1142 2.2184 0.4852 0.1 -0.2 0.1 -0.322
C 3.7708 3.4310 0.7923 0.1 0.0 0.0 0.831
C 3.1631 4.4839 1.6756 -0.1 0.0 0.0 -1.557
C 5.0768 3.6253 0.3456 -0.1 0.0 0.0 -0.707
C 5.7755 2.6478 -0.3374 0.0 0.0 0.0 -0.953
C 5.1761 1.4109 -0.5201 0.0 0.0 0.0 -0.687
C 3.8738 1.1769 -0.1003 0.0 0.1 0.0 1.465
C 3.3230 -0.2185 -0.1910 0.0 -0.2 0.0 -0.075
H -5.6489 -3.0620 2.4913 0.0 0.0 0.0 0.388
H -4.6605 -1.8037 1.7104 0.0 0.0 -0.1 0.161
H -5.0557 -1.6841 3.4217 0.0 0.0 0.0 0.275
H -4.7150 -4.9175 3.3905 0.0 0.0 0.0 0.308
H -2.8089 -6.2546 4.2242 0.0 0.0 0.0 0.371
H -0.5473 -5.2149 4.3029 0.0 0.0 0.0 0.298
H 0.1673 -1.8178 4.1219 0.0 0.0 0.0 0.352
H 0.5013 -2.4644 2.5284 0.0 0.0 0.0 -0.014
H 0.8950 -3.4371 3.9586 0.0 0.0 0.0 0.351
H -3.6410 1.5353 3.3118 0.0 0.0 0.0 0.551
H -2.7093 3.8245 3.6521 0.0 0.0 0.0 0.408
H -0.5682 4.4464 2.5017 0.0 0.0 0.0 0.548
H 2.5003 5.1486 1.1208 0.0 0.0 0.0 0.236
H 3.9538 5.0675 2.1491 0.0 0.0 0.0 0.510
H 2.5600 4.0276 2.4658 0.0 0.0 0.0 0.298
H 5.5607 4.5695 0.5752 0.0 0.0 0.0 0.387
H 6.7905 2.8259 -0.6701 0.0 0.0 0.0 0.371
H 5.7309 0.5983 -0.9767 0.0 0.0 0.0 0.373
H 4.1093 -0.9173 -0.4794 0.0 0.0 0.1 0.498
H 2.5483 -0.3740 -0.9472 0.1 0.2 -0.1 -0.889
H 2.9308 -0.5572 0.7730 0.0 0.1 0.0 0.277
C 0.4296 -5.4750 0.6766 0.1 0.0 0.1 -0.458
S -0.4260 -5.3317 -0.8979 0.0 0.0 -0.1 -0.164
C -0.4138 -3.5846 -1.2953 0.0 -0.2 0.1 0.534
S 0.7818 -2.5608 -0.5498 -0.1 0.0 0.1 -0.428
N -1.2799 -3.3703 -2.2245 0.0 0.2 0.0 -0.809
N -1.4479 -2.1386 -2.8110 0.2 -0.1 0.1 -0.335
C -1.7135 -1.1741 -2.0253 -0.2 -0.2 0.1 -0.537
C -2.0287 0.1694 -2.5333 0.0 0.0 0.0 0.869
C -2.6967 0.3924 -3.7333 0.0 0.1 0.0 -0.771
C -3.0283 1.6948 -4.0627 0.0 -0.1 0.0 -0.420
C -2.6822 2.7284 -3.2003 0.0 0.0 0.0 -0.848
C -1.9812 2.4198 -2.0466 0.0 0.0 0.0 -0.613
N -1.6600 1.1685 -1.7240 0.1 0.0 0.0 0.699
H 0.8460 -6.4828 0.7058 0.0 0.0 0.0 0.386
H -0.2510 -5.3325 1.5118 0.0 0.0 0.0 -0.014
H 1.2402 -4.7520 0.7366 0.0 0.0 0.0 0.192
H -1.7775 -1.3238 -0.9457 -0.3 0.1 0.0 0.451
H -2.9590 -0.4524 -4.3544 0.0 0.0 0.0 0.522
H -3.5643 1.9052 -4.9798 0.0 0.0 0.0 0.420
H -2.9379 3.7556 -3.4214 0.0 0.0 0.0 0.446
H -1.6489 3.1930 -1.3594 0.0 0.0 0.0 0.334
N 1.3141 -0.7222 -3.1026 0.0 0.1 0.0 -0.173
C 1.0758 -0.0789 -4.3898 0.0 0.0 0.0 -0.508
C 1.7298 1.2933 -4.4493 0.0 0.0 0.0 -0.881
C 1.1104 2.3265 -3.5206 0.1 0.0 0.0 -0.620
N 1.3692 2.0565 -2.0967 -0.1 0.3 0.1 0.069
H 2.2900 -0.9786 -3.0014 0.0 0.0 0.0 0.246
H 0.7870 -1.5807 -3.0061 0.0 0.0 -0.1 0.119
H -0.0053 0.0334 -4.5027 0.0 0.0 0.0 0.033
H 1.4138 -0.6778 -5.2452 0.0 0.0 0.0 0.469
H 1.6647 1.6699 -5.4743 0.0 0.0 0.0 0.425
H 2.8021 1.2053 -4.2293 0.0 0.0 0.0 0.302
H 0.0316 2.3527 -3.6842 0.0 0.0 0.0 0.186
H 1.4933 3.3156 -3.7986 0.0 0.0 0.0 0.477
H 1.1669 2.9099 -1.5710 0.0 0.0 0.0 0.180
H 2.3715 1.9374 -1.9625 0.0 -0.1 -0.1 -0.059